Record 1
C20H50B3BrNO15P3S2 | ωB97M-V/def2-TZVPD

Summary:
DFT total energy ... -175367.382 eV

Geometry as XYZ:
```
95
Properties=species:S:1:pos:R:3:mulliken_charge:R:1
Br 1.757 -0.395 -3.697 -0.1534
S -1.349 2.689 0.650 0.1568
S -3.959 2.172 -0.453 -0.0773
P 5.397 -4.658 4.909 1.0401
P -0.813 -3.695 0.944 1.3177
P -3.801 -0.330 -5.920 1.1498
O -4.124 -0.958 -7.421 -0.3157
O 4.005 -4.845 4.458 -0.4936
O 1.066 2.009 -1.475 -0.2542
O 6.346 -3.995 3.735 -0.3160
O -1.756 -4.714 0.446 -0.7224
O -0.254 -3.062 -0.482 -0.3942
O 6.048 -6.157 4.725 -0.4680
O -2.460 0.240 -6.148 -0.5729
O -3.892 -0.459 -4.292 -0.3986
O 2.823 2.546 -0.020 -0.4466
O 5.264 -3.195 5.688 -0.2883
O 0.643 -4.339 1.339 -0.3993
O 2.201 4.048 -1.723 -0.5920
O -4.981 0.809 -6.044 -0.3858
O -1.290 -3.468 2.504 -0.4372
N -3.790 3.203 1.939 0.1552
C 6.347 -2.740 6.525 -0.6235
C 1.209 1.381 -4.323 0.4842
C -3.810 5.414 0.619 -1.0282
C 7.772 -4.054 3.826 -0.8846
C 0.506 -1.833 -0.449 -0.3325
C 1.708 4.771 0.725 -0.8501
C -0.646 4.136 1.506 -1.0357
C -3.955 0.742 -3.520 -0.6653
C 1.566 -3.611 2.161 -0.7337
C -3.258 1.366 3.465 -1.3185
C -4.223 4.633 1.860 -0.6076
C -6.290 0.563 -5.525 -0.8892
C -5.243 -1.854 -7.583 -0.6276
C 0.194 5.061 0.597 -0.6786
C 1.176 1.340 -5.854 -1.4000
C -3.108 2.746 0.804 -0.4703
C -1.081 -4.530 3.430 -0.6715
C 2.162 2.473 -3.785 -1.0548
C 6.229 -6.660 3.402 -0.5978
C -3.111 2.863 3.200 -0.1470
B 2.260 3.784 -0.368 0.5367
B 1.794 2.859 -2.313 0.5522
B 1.919 1.601 -0.453 0.6438
H -0.200 -4.325 4.040 0.2220
H 0.212 1.622 -3.965 0.3237
H 1.518 -2.020 -0.083 0.2426
H 3.176 2.064 -3.814 0.4252
H -6.183 -1.300 -7.567 0.2390
H 8.168 -3.050 3.978 0.2780
H -4.229 5.025 -0.301 0.3055
H 8.164 -4.438 2.885 0.2908
H 0.019 3.746 2.278 0.6097
H 7.273 -6.557 3.103 0.2326
H -4.986 0.929 -3.215 0.2838
H -3.911 5.168 2.754 0.3900
H 0.018 -1.085 0.177 0.2616
H -0.123 4.896 -0.432 0.3696
H -1.952 -4.562 4.083 0.2627
H 7.179 -2.383 5.915 0.2346
H 5.981 -7.720 3.428 0.2639
H 1.897 -4.257 2.973 0.3083
H -1.432 4.656 2.042 0.5932
H -4.218 6.421 0.729 0.4090
H -0.003 6.079 0.922 0.4142
H -2.944 1.119 4.476 0.4343
H -6.577 1.404 -4.895 0.2918
H 5.979 -1.912 7.126 0.2493
H -2.694 0.789 2.738 0.2384
H -7.000 0.494 -6.350 0.2883
H 0.272 0.828 -6.165 0.3340
H -2.732 5.544 0.554 0.1648
H -4.313 1.127 3.341 0.3491
H -0.965 -5.490 2.933 0.3614
H -3.555 3.456 3.996 0.5760
H 2.045 0.794 -6.213 0.3403
H 1.844 0.521 0.020 -0.2664
H 0.569 -1.446 -1.464 0.0420
H -3.575 1.603 -4.066 0.3855
H 1.986 4.392 1.707 0.3276
H -3.357 0.589 -2.627 0.1928
H 6.693 -3.528 7.193 0.3095
H -5.143 -2.341 -8.549 0.2434
H 1.204 2.361 -6.229 0.3980
H -5.254 -2.620 -6.808 0.3083
H -2.041 3.088 3.212 0.0142
H 2.165 3.338 -4.448 0.3037
H 2.439 -3.335 1.568 0.2579
H 1.115 -2.711 2.583 0.3758
H 5.591 -6.156 2.681 0.3267
H -5.315 4.621 1.858 0.3654
H 2.229 5.722 0.584 0.2855
H 8.107 -4.703 4.639 0.4170
H -6.333 -0.353 -4.932 0.4210
```

Record 2
C20H50B3NO14 | ωB97M-V/def2-TZVPD

Summary:
Structure (SMILES) ... O=NOCB1OBOB(CCCO)O1.COCCOC.COCCOC.COCCOC.COCCOC
DFT total energy ... -53734.231 eV

Geometry as XYZ:
```
88
Properties=species:S:1:pos:R:3:mulliken_charge:R:1
O -2.710 0.455 -3.854 -0.5052
O -2.828 -0.168 -1.586 -0.3263
O -0.126 3.923 4.605 -0.3919
O 0.665 -2.375 -5.745 -0.2884
O 2.373 -3.812 -7.677 -0.3673
O -4.357 1.393 -2.462 -0.4974
O -1.061 5.729 6.740 -0.3762
O 1.798 -2.339 -0.435 -0.5822
O 6.808 2.771 5.090 -0.3791
O -2.932 2.912 -0.186 -0.1821
O 4.101 3.129 6.190 -0.2357
O -5.073 -5.173 -1.345 -0.3800
O -1.116 3.822 0.459 -0.3279
O -2.556 -4.428 -2.675 -0.3796
N -1.943 3.083 0.816 0.2334
C 1.721 -3.140 -8.737 -0.6609
C 2.849 -2.949 -6.659 -0.7905
C -5.496 -5.823 -2.529 -0.7209
C -0.356 -3.336 -5.940 -0.7880
C -1.022 4.540 3.700 -0.6444
C 0.694 4.838 5.313 -0.2576
C 5.267 2.904 6.963 -0.5656
C 6.506 3.456 6.292 -0.4980
C 0.195 5.072 6.720 -0.5261
C 1.337 -1.712 -1.627 -0.3538
C 1.935 -2.938 -5.455 -0.3065
C -0.559 -0.513 -2.786 -0.9465
C -2.153 4.863 6.972 -0.7229
C 6.409 3.463 3.923 -0.6456
C 3.671 1.990 5.466 -0.7986
C -3.218 -3.315 -3.240 -1.1392
C -3.643 1.675 0.024 -0.3551
C -2.731 -4.538 -1.271 -0.2035
C -3.783 -5.563 -0.909 -0.7817
C -0.139 -1.365 -1.585 -0.0035
B -3.639 0.939 -1.375 0.1924
B -2.055 -0.082 -2.752 0.7413
B -4.047 0.697 -3.622 0.6744
H 2.388 -2.320 -4.673 0.2951
H 1.502 -2.399 -2.463 0.0915
H -2.124 3.991 6.314 0.3125
H 3.833 -3.312 -6.351 0.3777
H 6.510 2.771 3.088 0.2425
H -4.735 -5.772 -3.312 0.3016
H -1.773 -4.847 -0.843 0.4103
H -1.578 5.352 4.178 0.3024
H 5.131 3.413 7.923 0.3449
H 6.377 4.527 6.103 0.3125
H 0.967 -2.440 -8.367 0.2562
H -1.722 3.775 3.370 0.2038
H -3.063 5.429 6.775 0.2477
H 1.034 -2.570 0.107 0.3392
H 2.967 -1.930 -7.043 0.3757
H 4.491 1.530 4.910 0.3870
H -1.220 -2.810 -6.344 0.2746
H 1.236 -3.898 -9.349 0.2406
H -5.739 -6.873 -2.335 0.3389
H -0.639 -3.808 -4.991 0.2282
H -2.999 -3.565 -0.844 0.1606
H 5.371 3.798 3.987 0.2439
H 1.820 -3.954 -5.064 0.3896
H 5.396 1.835 7.161 0.3577
H -0.048 -4.113 -6.645 0.4635
H 7.358 3.331 6.967 0.3851
H -2.710 -2.390 -2.947 0.3735
H -0.715 -2.298 -1.571 0.0432
H -3.512 -6.537 -1.331 0.3618
H 7.053 4.331 3.742 0.3178
H 2.905 2.318 4.765 0.2261
H -3.109 1.072 0.760 0.2757
H 1.933 -0.806 -1.762 0.3764
H -3.817 -5.663 0.180 0.4061
H 0.762 5.789 4.775 0.3151
H -0.489 4.932 2.829 0.3313
H 2.441 -2.594 -9.357 0.3329
H -4.640 1.875 0.423 0.3309
H 0.138 4.118 7.255 0.3328
H 0.045 0.401 -2.828 0.6003
H -6.395 -5.313 -2.871 0.2470
H -0.393 -1.075 -3.713 0.1318
H -4.906 0.240 -4.304 -0.1108
H 3.233 1.247 6.142 0.3023
H -2.170 4.522 8.014 0.3258
H -4.263 -3.256 -2.925 0.4837
H 0.909 5.713 7.246 0.3612
H -3.172 -3.419 -4.322 0.2872
H -0.354 -0.841 -0.647 0.3647
H 1.699 4.408 5.366 0.1872
```

Record 3
C20H50Br6O18S6 | ωB97M-V/def2-TZVPD

Summary:
DFT total energy ... -543663.775 eV

Geometry as XYZ:
```
100
Properties=species:S:1:pos:R:3:mulliken_charge:R:1
Br -6.001 -6.931 2.523 -0.0482
Br -4.647 -6.423 -0.537 -0.0753
Br -2.615 -1.614 3.285 0.0221
Br -3.973 -2.403 6.115 -0.0350
Br -3.700 -4.650 1.984 0.1322
Br -1.605 -0.278 5.974 -0.0255
S 0.632 -2.380 -5.144 1.1449
S 2.026 0.186 3.988 1.1902
S -1.281 4.857 -4.709 1.2011
S -3.794 5.589 0.984 1.1143
S -1.268 0.868 -0.951 1.2463
S 1.559 -3.630 0.805 1.0542
O -0.060 5.629 -4.432 -0.6605
O -0.016 1.412 -1.502 -0.6287
O 1.040 -2.691 -6.530 -0.6223
O -2.454 5.456 -5.275 -0.6223
O 3.051 -3.247 0.145 -0.3102
O 0.861 -4.480 -0.147 -0.6535
O 1.213 1.135 4.789 -0.6595
O -4.112 6.725 0.048 -0.6057
O -4.550 5.501 2.281 -0.5837
O -0.682 3.754 -5.764 -0.3154
O 2.203 0.384 2.553 -0.5376
O -2.584 1.497 -1.166 -0.6492
O -1.426 -0.754 -1.341 -0.0395
O -2.079 5.620 1.301 -0.3810
O 1.883 -1.389 -4.623 -0.4081
O 0.838 -2.468 1.301 -0.1512
O 3.508 0.095 4.786 -0.2672
O -0.682 -1.825 -4.770 -0.5210
C -2.568 -1.459 -0.954 -0.4989
C -1.242 1.546 -5.812 -0.3650
C -2.222 -2.826 -0.500 0.0033
C 5.011 -1.686 0.019 -1.2987
C 1.420 -1.496 4.425 -0.7097
C 1.521 -0.439 -3.669 -0.1036
C -2.258 -1.970 5.255 -0.4797
C -1.131 5.610 0.139 0.7406
C 3.963 -2.419 0.908 0.2764
C 2.145 -4.624 2.240 -1.1206
C -0.941 0.563 0.977 -0.8545
C -3.968 4.030 -0.145 -0.3106
C -1.676 4.025 -3.097 -0.7923
C -4.323 -6.431 1.525 -0.4185
C 2.248 -0.983 -2.423 -0.8578
C -1.542 2.929 -6.400 -0.5351
C 1.149 -3.760 -3.953 -0.6252
C 3.585 0.567 6.117 -0.1913
C 0.144 6.096 0.775 -1.5711
C 4.973 0.071 6.696 -1.2268
H -1.756 -2.802 0.485 -0.2435
H -0.213 -0.240 1.083 0.0838
H 4.673 -3.005 1.492 0.2413
H 2.266 -2.166 4.580 0.3723
H -1.511 -2.744 5.432 0.4941
H 1.957 0.530 -3.910 0.2986
H -1.286 1.691 -4.733 -0.1740
H -0.637 1.554 1.316 0.5455
H 5.016 -1.015 6.610 0.3051
H -2.557 3.312 -6.299 0.4111
H -1.799 4.908 -2.469 0.2191
H 1.042 -1.475 5.447 0.3922
H -1.477 -3.190 -1.208 -0.0143
H 1.036 5.880 0.187 0.4234
H 0.442 5.627 1.713 0.3575
H 0.457 -0.297 -3.477 0.1475
H -1.010 4.584 -0.207 -0.2347
H -1.855 0.404 1.550 0.1822
H 5.049 0.305 7.757 0.3758
H 4.454 -0.856 -0.415 0.1920
H -3.208 -1.403 -1.835 0.3325
H -3.081 -3.496 -0.467 0.1690
H 1.289 -5.011 2.792 0.3976
H -3.151 3.983 -0.864 -0.2639
H 5.793 0.519 6.134 0.3170
H -4.884 4.107 -0.731 0.4121
H 0.117 7.173 0.944 0.3522
H -0.820 3.435 -2.770 0.1817
H 2.709 -5.455 1.817 0.3963
H 2.238 -3.767 -3.910 0.3527
H -3.579 -7.178 1.799 0.4427
H 0.707 -4.724 -4.204 0.4482
H -3.145 -1.093 -0.105 0.2933
H 2.833 0.063 6.724 0.2833
H -3.888 3.127 0.459 0.2869
H 2.510 -0.096 -1.847 0.3504
H -2.023 0.872 -6.164 0.3668
H 5.928 -1.356 0.506 0.4191
H 3.420 1.637 6.241 0.3371
H 0.732 -1.866 3.665 0.0081
H -0.282 1.123 -6.109 0.2610
H -2.566 3.399 -3.155 0.4421
H 5.330 -2.339 -0.793 0.3374
H 3.192 -1.459 -2.688 0.5526
H 1.704 -1.766 -1.895 -0.1410
H 0.851 -3.550 -2.926 -0.0615
H -1.537 6.244 -0.650 0.3651
H 3.401 -1.751 1.561 0.0522
H 2.838 -4.099 2.898 0.2477
H -1.297 2.834 -7.458 0.3208
```